Record 1
18
Properties=species:S:1:pos:R:3:forces:R:3:nbo_charge:R:1 method="wB97M-V/def2-TZVPD" orbital_gap_ev=10.164 smiles="CO/N=N/SC(F)(F)F.O=C(F)F.F" homo_energy_ev=-10.10
C -0.551 0.710 -2.753 -0.3 -0.3 -0.4 -0.263
C -2.343 -0.053 1.179 -0.6 0.4 0.7 1.162
C 2.151 -1.128 2.050 -0.1 0.1 -0.5 0.857
N 1.402 -0.511 -0.292 -2.1 2.4 -1.7 -0.383
N 1.061 -0.359 -1.477 0.9 -1.3 1.3 0.100
O 0.248 0.762 -1.584 0.5 0.3 0.8 -0.412
O -1.969 -0.694 0.283 0.3 -0.7 -0.7 -0.569
F -3.374 0.765 1.158 0.0 0.1 -0.1 -0.305
F -1.893 -0.085 2.408 0.2 0.0 0.0 -0.297
F -0.820 1.733 0.580 0.3 0.2 -0.3 -0.606
F 2.798 -1.973 2.846 0.2 -0.3 -0.2 -0.312
F 2.644 0.089 2.242 0.1 0.1 -0.1 -0.306
F 0.873 -1.116 2.396 -0.1 0.0 0.0 -0.301
S 2.358 -1.675 0.274 0.9 -1.1 0.8 0.461
H -0.010 0.189 -3.544 0.0 0.1 0.0 0.202
H -0.751 1.740 -3.039 0.0 -0.1 0.0 0.205
H -1.481 0.181 -2.535 0.0 0.1 0.0 0.199
H -0.343 1.424 -0.189 -0.3 0.0 0.4 0.567

Record 2
89
Properties=species:S:1:pos:R:3:forces:R:3:lowdin_charge:R:1 method="wB97M-V/def2-TZVPD" orbital_gap_ev=6.316 relative_energy_kj_mol=0.0 homo_energy_ev=-4.78 charge=-1
Ca -0.209 -0.028 -0.450 0.1 0.4 0.5 1.269
C 2.714 -2.955 3.607 0.0 0.0 0.0 -0.121
C 1.452 -2.434 3.353 0.0 0.0 0.0 -0.095
C 1.111 -1.995 2.085 0.0 0.0 0.0 -0.032
C 2.019 -2.065 1.019 -0.1 0.0 0.1 -0.305
C 3.295 -2.579 1.294 0.0 0.0 0.0 -0.048
C 3.630 -3.018 2.564 0.0 0.0 0.0 -0.105
N 1.667 -1.508 -0.208 0.0 0.1 -0.3 -0.040
C 2.091 -2.060 -1.357 0.1 0.0 0.0 -0.254
C 2.363 -3.462 -1.467 0.1 0.0 0.1 -0.050
C 2.732 -4.064 -2.635 0.0 0.0 0.0 -0.095
C 2.912 -3.320 -3.817 0.0 0.0 0.0 -0.115
C 2.688 -1.975 -3.761 0.0 -0.1 0.0 -0.049
C 2.263 -1.314 -2.583 0.0 0.0 -0.1 -0.196
N 2.113 0.040 -2.800 0.1 0.0 -0.1 0.080
N 1.540 0.750 -1.939 -0.1 -0.1 0.0 -0.051
C 1.337 2.101 -2.322 0.1 -0.3 0.0 -0.333
C 1.925 2.705 -3.427 -0.1 0.2 0.0 -0.007
C 1.564 4.009 -3.704 0.0 0.0 0.0 -0.068
C 0.642 4.655 -2.886 0.0 0.0 0.0 -0.067
C 0.125 3.967 -1.802 0.1 0.0 0.1 -0.138
N 0.476 2.714 -1.512 -0.1 -0.1 -0.1 0.066
H 2.982 -3.297 4.598 0.0 0.0 0.0 0.088
H 0.722 -2.363 4.150 0.0 0.0 0.0 0.100
H 0.120 -1.588 1.912 0.0 0.0 0.0 0.081
H 4.033 -2.610 0.502 0.0 0.0 0.0 0.110
H 4.627 -3.403 2.744 0.0 0.0 0.0 0.095
H 2.219 -4.065 -0.580 0.0 0.0 0.0 0.110
H 2.878 -5.138 -2.645 0.0 0.0 0.0 0.099
H 3.209 -3.799 -4.739 0.0 0.0 0.0 0.089
H 2.808 -1.351 -4.637 0.0 0.0 0.0 0.105
H 2.615 2.143 -4.038 0.0 0.0 0.0 0.102
H 1.990 4.523 -4.557 0.0 0.0 0.0 0.103
H 0.328 5.671 -3.081 0.0 0.0 0.0 0.099
H -0.590 4.427 -1.129 0.0 0.0 0.0 0.106
O -3.070 0.763 2.763 -0.1 0.0 0.0 0.035
C -2.357 0.286 1.887 0.1 0.0 0.0 -0.644
O -1.306 0.783 1.374 -0.1 -0.1 0.0 -0.265
C -2.792 -1.076 1.313 0.0 0.0 0.0 -0.179
C -3.974 -1.682 1.804 0.0 0.0 0.0 0.005
C -4.394 -2.851 1.250 0.0 0.0 0.0 -0.008
C -3.643 -3.442 0.205 0.0 0.0 0.0 -0.158
C -4.031 -4.636 -0.445 0.0 0.0 0.0 -0.035
C -3.272 -5.146 -1.460 0.0 0.0 0.0 -0.077
C -2.092 -4.488 -1.868 0.0 0.0 0.0 -0.058
C -1.693 -3.334 -1.257 0.0 0.0 0.0 0.000
C -2.466 -2.785 -0.208 0.0 0.0 0.0 -0.202
N -2.066 -1.608 0.359 0.1 0.1 0.0 0.106
H -4.505 -1.173 2.594 0.0 0.0 0.0 0.119
H -5.303 -3.337 1.586 0.0 0.0 0.0 0.120
H -4.946 -5.125 -0.133 0.0 0.0 0.0 0.112
H -3.580 -6.054 -1.963 0.0 0.0 0.0 0.099
H -1.505 -4.891 -2.682 0.0 0.0 0.0 0.107
H -0.800 -2.815 -1.583 0.0 0.0 0.0 0.105
O -2.792 -1.086 -3.759 0.0 0.0 0.0 0.043
C -2.446 -0.409 -2.801 0.0 -0.1 0.2 -0.643
O -1.265 -0.132 -2.403 -0.1 0.0 -0.3 -0.207
C -3.527 0.156 -1.879 0.0 0.1 0.0 -0.093
C -4.670 -0.585 -1.618 0.0 0.0 0.0 0.071
C -5.560 -0.124 -0.663 0.0 0.0 0.0 -0.125
C -5.398 1.077 0.002 0.0 0.0 0.0 0.081
C -4.276 1.812 -0.321 0.0 0.0 0.0 -0.116
C -3.328 1.364 -1.222 0.0 0.0 0.0 0.063
N -4.081 3.125 0.327 -0.1 0.1 0.0 -0.332
O -3.101 3.767 0.007 0.0 0.0 0.0 0.074
O -4.932 3.498 1.109 0.1 0.0 -0.1 0.086
N -6.724 -0.959 -0.313 -0.2 0.1 -0.2 -0.345
O -7.543 -0.496 0.459 0.1 -0.1 0.0 0.072
O -6.813 -2.055 -0.832 0.1 0.1 0.1 0.070
H -4.832 -1.524 -2.127 0.0 0.0 0.0 0.137
H -6.102 1.419 0.743 0.0 0.0 0.0 0.134
H -2.440 1.953 -1.404 0.0 0.0 0.0 0.120
C 3.264 3.402 0.825 0.0 0.0 -0.1 -0.441
Te 1.431 2.565 1.565 0.0 -0.1 0.0 1.335
C 2.556 2.377 3.384 0.0 0.0 0.0 -0.436
C 3.678 3.376 3.287 0.0 0.0 0.1 -0.295
C 4.380 3.799 4.412 0.0 0.0 0.0 -0.048
C 5.415 4.714 4.300 0.0 0.0 0.0 -0.100
C 5.760 5.216 3.053 0.0 0.0 0.0 -0.100
C 5.066 4.796 1.928 0.0 0.0 0.0 -0.050
C 4.025 3.879 2.034 0.0 0.0 -0.1 -0.295
H 3.044 4.218 0.139 0.0 0.0 0.0 0.048
H 3.827 2.640 0.285 0.0 0.0 0.0 0.059
H 2.941 1.361 3.476 0.0 0.0 0.0 0.056
H 1.909 2.578 4.236 0.0 0.0 0.0 0.052
H 4.104 3.409 5.385 0.0 0.0 0.0 0.111
H 5.946 5.042 5.185 0.0 0.0 0.0 0.095
H 6.561 5.937 2.957 0.0 0.0 0.0 0.095
H 5.329 5.189 0.953 0.0 0.0 0.0 0.110

Record 3
46
Properties=species:S:1:pos:R:3:forces:R:3:lowdin_spin:R:1 method="wB97M-V/def2-TZVPD" spin_multiplicity=5 orbital_gap_ev="8.539 / 7.103" homo_energy_ev="-11.66 / -12.72" s_squared=6.042 charge=+1
Ru 1.023 0.036 -0.605 0.0 -0.6 -0.1 2.405
O 4.906 -0.163 -1.633 0.0 0.0 0.0 0.057
C 3.700 -0.100 -1.605 0.0 0.1 0.0 0.027
N 2.933 -0.136 -0.472 0.1 0.1 -0.1 0.094
C 3.551 -0.168 0.840 0.0 0.0 0.0 0.016
C 2.470 -0.053 1.874 0.0 0.0 0.1 0.074
C 2.754 -0.096 3.272 0.0 0.0 -0.1 0.330
C 1.705 0.036 4.184 -0.1 0.0 0.0 0.016
C 0.424 0.198 3.743 0.0 0.0 0.0 0.296
C 0.111 0.236 2.291 0.0 0.0 0.0 0.060
N 1.254 0.093 1.427 0.0 0.1 0.0 0.148
C 2.843 0.044 -2.839 -0.1 0.0 0.0 0.011
C 3.383 0.052 -4.100 0.0 0.0 0.0 -0.002
C 2.523 0.196 -5.184 0.0 0.0 0.0 0.010
C 1.164 0.326 -4.963 0.0 0.0 0.0 -0.001
C 0.681 0.318 -3.663 0.0 0.0 0.0 0.013
N 1.513 0.177 -2.628 0.1 0.1 0.1 0.015
H 4.260 0.658 0.967 0.0 0.0 0.0 0.006
H 4.122 -1.088 1.005 0.0 0.0 0.0 0.004
H 3.777 -0.217 3.597 0.0 0.0 0.0 0.014
H 1.911 0.011 5.245 0.0 0.0 0.0 -0.006
H -0.409 0.297 4.425 0.0 0.0 0.0 0.013
H -0.614 -0.542 2.020 0.0 0.0 0.0 0.020
H 4.454 -0.052 -4.210 0.0 0.0 0.0 0.000
H 2.916 0.204 -6.192 0.0 0.0 0.0 0.001
H 0.468 0.435 -5.782 0.0 0.0 0.0 0.000
H -0.376 0.384 -3.424 0.0 0.0 0.0 0.001
O -2.619 -2.838 -0.966 0.1 0.0 -0.1 0.009
As -1.968 -1.220 -1.010 -0.1 0.2 -0.1 0.021
O -2.077 -0.513 -2.467 0.1 -0.1 0.1 0.003
O -0.371 -1.408 -0.414 -0.1 0.0 0.0 0.227
C -3.045 -0.446 0.414 -0.1 0.1 0.1 0.006
C -4.193 -1.156 0.752 0.0 0.0 0.0 0.001
C -5.097 -0.661 1.685 0.0 0.0 0.0 0.001
C -4.883 0.560 2.296 0.0 0.0 0.0 0.000
C -3.748 1.291 1.980 0.0 0.0 0.0 0.001
C -2.843 0.787 1.054 0.0 -0.1 0.0 0.004
S -1.448 1.815 0.785 -0.1 0.0 -0.2 0.011
O -1.770 3.185 0.908 -0.1 0.0 0.0 0.008
O -0.493 1.534 2.029 0.1 0.0 0.1 0.035
O -0.798 1.352 -0.431 0.0 0.2 0.0 0.051
H -2.564 -3.235 -1.846 0.0 0.0 0.0 0.000
H -4.386 -2.106 0.277 0.0 0.0 0.0 0.000
H -5.981 -1.237 1.922 0.0 0.0 0.0 0.000
H -5.594 0.953 3.009 0.0 0.0 0.0 0.000
H -3.569 2.257 2.433 0.0 0.0 0.0 0.000

Record 4
19
Properties=species:S:1:pos:R:3:forces:R:3:nbo_charge:R:1 method="wB97M-V/def2-TZVPD" orbital_gap_ev=10.349 smiles="C=C[C@@H]1[NH+]=CN[C@H]1C" relative_energy_kj_mol=211.9 homo_energy_ev=-13.79 charge=+1
C -1.499 -1.602 0.034 -0.4 -0.9 1.8 0.385
C 2.822 0.123 -0.003 -0.2 -1.4 -3.9 -0.312
C 1.646 -0.357 -0.408 0.9 -1.9 1.1 -0.225
C 0.400 -0.370 0.401 -1.4 1.3 0.0 -0.101
C -0.639 0.437 -0.434 0.1 0.8 2.1 -0.054
C -0.923 1.805 0.163 -1.1 0.2 -3.2 -0.611
N -1.818 -0.412 -0.377 -3.3 0.7 -2.1 -0.515
N -0.292 -1.691 0.497 1.0 3.9 -3.0 -0.495
H -2.085 -2.467 0.271 -1.1 0.0 -0.7 0.252
H 3.691 -0.017 -0.667 -0.4 0.0 0.5 0.224
H 2.856 0.935 0.598 0.4 1.9 2.9 0.200
H 1.538 -1.021 -1.275 0.4 0.2 0.2 0.215
H 0.410 0.018 1.465 0.6 -0.2 -1.2 0.230
H -0.353 0.559 -1.446 0.6 -0.1 -1.1 0.220
H -1.428 1.740 1.064 -1.5 -0.4 1.6 0.222
H -1.562 2.312 -0.655 1.0 -0.1 1.7 0.227
H -0.056 2.352 0.440 1.0 0.6 -0.6 0.244
H -2.774 -0.102 -0.830 2.7 -1.2 1.3 0.469
H 0.068 -2.241 1.160 1.0 -3.4 2.6 0.427

In eV/A, the max |F| values for the records above are, in order, 3.6 0.6 0.6 5.0.
In Ha, the calculated total energy values for the records above are, in order, -1374.016976 -3549.464513 -4114.472384 -344.434436.